Version A
# C10H10N2O

A single C10H10N2O molecule (ωB97M-V/def2-TZVPD, the OMol25 dataset).

Cartesian coordinates (Å):
C1 -0.74194 -0.60968 2.72641
C2 -1.10254 -0.86182 1.47330
N1 -0.19803 -0.84394 0.42595
C3 1.04462 -0.26426 0.62979
C4 1.85384 0.07658 -0.53644
N2 1.49280 0.24386 -1.73866
C5 0.20439 0.34390 -2.20120
C6 -0.73417 1.37466 -1.87282
C7 -1.78577 1.20067 -2.71406
O1 -1.59174 0.14535 -3.51918
C8 -0.37617 -0.36337 -3.22200
C9 1.49022 -0.01533 1.87437
C10 0.69128 -0.34137 3.10216
H1 -1.47699 -0.60031 3.51546
H2 -2.11846 -1.10053 1.19453
H3 -0.54152 -0.92901 -0.51648
H4 2.91906 0.18314 -0.35619
H5 -0.59991 2.13148 -1.12763
H6 -2.69901 1.75074 -2.82284
H7 -0.05683 -1.23612 -3.75509
H8 2.44645 0.46114 2.01663
H9 0.75707 0.47898 3.82497
H10 1.12334 -1.22478 3.59904

## Properties
HOMO ... -7.67 eV
LUMO ... 0.021 Ha
Charge ... 0
Orbital gap ... 8.25 eV
SMILES ... C1=CNC(/C=N\c2ccoc2)=CC1

natural (NBO) population analysis, charges in e, atoms 1 to 2:
1. C -0.27
2. C 0.00

Version B
# C10H10N2O

A single C10H10N2O molecule (ωB97M-V/def2-TZVPD, the OMol25 dataset).

Cartesian coordinates (Å):
C1 -1.66040 1.36871 2.08466
C2 -0.39598 1.47159 1.50417
C3 -2.52331 0.32339 1.64867
C4 0.15446 0.50805 0.54744
C5 -0.88892 -0.36898 0.05481
C6 0.44809 -0.74613 -1.90037
C7 2.74178 1.28072 0.21854
C8 2.71829 -0.09192 -0.33275
C9 1.46299 0.58019 0.17074
C10 -1.58220 -2.04475 -1.72410
N1 -2.03893 -0.52721 0.66520
N2 -0.62001 -1.05157 -1.17907
O1 1.27234 -1.04868 -2.71180
H1 -1.96666 2.18686 2.82900
H2 0.20059 2.34234 1.92465
H3 -3.56376 0.09445 1.84609
H4 3.09513 1.27141 1.20177
H5 2.75441 2.29398 -0.32302
H6 2.87496 -0.12745 -1.38869
H7 3.15893 -0.90605 0.10581
H8 -1.44499 -2.97416 -1.14722
H9 -2.61982 -1.67006 -1.28456
H10 -1.57697 -2.16473 -2.80999

## Properties
HOMO (spin up / spin down) ... -6.87 / -6.77 eV
LUMO (spin up / spin down) ... 0.025 / -0.016 Ha
Charge ... 0
Orbital gap (spin up / spin down) ... 7.54 / 6.32 eV

natural (NBO) population analysis, charges in e, atoms 1 to 2:
1. C -0.26
2. C -0.18

Most stable structure: version A

Version A
# H36O18

18 unconnected molecules or ions with the total composition H36O18 (ωB97M-V/def2-TZVPD, the OMol25 dataset).

Cartesian coordinates (Å):
O1 2.88846 1.30637 -3.59231
H1 2.84934 1.47755 -4.54299
H2 2.56379 0.48335 -3.46168
O2 4.57345 -1.77718 0.78901
H3 4.81454 -0.90728 0.26939
H4 3.58081 -1.84267 0.90578
O3 -2.55547 3.25468 4.50865
H5 -2.87431 2.48919 3.94401
H6 -2.56584 4.08120 4.16620
O4 -0.48038 1.82913 1.06647
H7 -0.85117 1.31760 1.71003
H8 -0.01278 1.23863 0.67172
O5 -3.34037 4.07605 -2.07629
H9 -2.63538 3.56512 -1.64127
H10 -2.95139 4.22688 -2.95879
O6 -0.92088 -3.69653 2.32213
H11 -1.16126 -2.95922 1.65969
H12 -0.97730 -4.55604 1.88760
O7 1.30189 0.05459 -5.51340
H13 1.12467 -0.82126 -5.14551
H14 1.26556 0.12611 -6.43457
O8 1.52616 5.22696 -1.77332
H15 1.93450 4.53440 -2.41268
H16 2.12277 5.02317 -0.97587
O9 4.44907 -2.72636 3.03687
H17 5.06915 -2.53714 2.41236
H18 4.43922 -2.18747 3.93048
O10 -2.13623 -0.57217 1.25498
H19 -2.60777 -0.44329 0.42952
H20 -2.38861 -0.05164 1.89150
O11 -2.37060 1.84466 -4.81612
H21 -3.21648 1.87766 -5.10228
H22 -2.37181 2.74138 -4.67318
O12 2.10290 0.81155 2.63726
H23 2.74600 0.59281 3.41793
H24 1.89384 1.66977 2.74276
O13 -4.72578 1.17170 -3.50455
H25 -5.01507 1.96363 -3.94569
H26 -5.37520 0.52518 -3.29486
O14 -1.42042 -2.92465 5.17863
H27 -1.68816 -2.12965 4.54575
H28 -1.06243 -3.60799 4.55490
O15 1.68982 -2.83188 3.46085
H29 2.22946 -3.11989 2.66646
H30 0.91657 -2.99077 3.04183
O16 -1.96867 -0.37711 4.23544
H31 -1.34618 -0.83102 4.92739
H32 -2.89113 -0.47442 4.54396
O17 0.40176 -1.38575 -1.45078
H33 0.26281 -0.44543 -1.61372
H34 0.17766 -1.64402 -0.63229
O18 1.43000 -2.90125 -4.46487
H35 1.56919 -3.72516 -4.90030
H36 1.98766 -3.04208 -3.88225

## Properties
HOMO ... -10.50 eV
LUMO ... -0.005 Ha
Charge ... 0
Orbital gap ... 10.37 eV

natural (NBO) population analysis, charges in e, atoms 1 to 2:
1. O -0.95
2. H 0.48

Version B
# H36O18

18 unconnected molecules or ions with the total composition H36O18 (ωB97M-V/def2-TZVPD, the OMol25 dataset).

Cartesian coordinates (Å):
O1 -1.44226 3.14619 3.46169
H1 -1.43957 3.82362 4.05648
H2 -1.22133 2.28729 4.03752
O2 -0.54655 -2.51250 -3.86826
H3 0.41855 -2.57638 -3.86976
H4 -0.59138 -2.69720 -2.88595
O3 -0.97846 0.31585 5.02229
H5 -0.11047 0.03159 5.18182
H6 -1.74329 -0.18886 5.22715
O4 -1.95470 0.40608 0.36682
H7 -1.85356 1.30379 0.63214
H8 -2.09891 0.39766 -0.68129
O5 2.18361 -2.34602 -0.42381
H9 2.44170 -1.52127 -0.59503
H10 1.33498 -2.41923 -1.08272
O6 -2.20191 3.71157 0.97756
H11 -2.77493 2.87012 1.07273
H12 -1.38227 3.70007 1.54476
O7 3.70740 -3.07589 1.64389
H13 3.45981 -2.23137 1.16562
H14 2.97201 -3.58730 1.36292
O8 2.23688 1.43500 5.23608
H15 2.75100 0.97380 5.84879
H16 2.46272 0.83789 4.46285
O9 0.49495 -1.39918 -6.38470
H17 -0.29480 -1.34666 -5.89084
H18 0.85476 -2.16592 -6.01237
O10 -0.68645 -3.00217 -1.18178
H19 -1.32202 -3.85314 -0.82888
H20 -0.36372 -2.59849 -0.25526
O11 -3.37452 -1.37931 -2.96892
H21 -2.74381 -1.91091 -3.24294
H22 -4.24149 -1.72179 -3.13485
O12 -1.23525 -0.92122 2.72859
H23 -1.33359 -1.14819 1.86208
H24 -1.10358 -0.01565 2.76472
O13 2.37034 3.87133 3.91453
H25 3.14182 4.00465 3.70386
H26 1.95579 4.23275 3.16669
O14 4.59298 0.53951 1.61078
H27 5.23801 1.32448 1.38673
H28 4.04992 0.46623 0.85191
O15 -0.58818 -4.03492 1.19606
H29 -1.05242 -4.18911 1.91218
H30 0.38496 -3.61284 1.54032
O16 -2.69071 0.58134 -5.80999
H31 -2.61622 -0.36101 -5.54471
H32 -3.10169 1.13727 -5.22340
O17 -3.61130 3.75549 -1.31914
H33 -3.19551 4.01157 -0.34674
H34 -2.96950 3.03736 -1.68916
O18 2.99454 1.25706 -4.91133
H35 4.05759 1.30383 -5.01405
H36 2.76002 2.05316 -4.77371

## Properties
HOMO ... -10.55 eV
LUMO ... -0.020 Ha
Charge ... 0
Orbital gap ... 10.00 eV

natural (NBO) population analysis, charges in e, atoms 1 to 2:
1. O -0.99
2. H 0.47

Most stable structure: version A